1.
Below is a single C28H20F5N3O molecule in a non-equilibrium geometry, with properties calculated with ωB97M-V with the def2-TZVPD basis set.

```
57
Properties=species:S:1:pos:R:3:forces:R:3
C -5.209707 -0.274844 0.689823 -0.6 -0.8 -0.2
N -4.394348 0.916746 0.812994 1.1 0.5 0.1
C -4.975902 2.150073 1.053156 -0.8 -0.6 -0.1
C -3.991947 3.039742 1.159736 0.5 1.4 0.5
N -2.796195 2.361639 1.011092 0.1 -0.2 -0.1
C -1.516475 2.944824 1.201038 -0.1 0.3 0.2
C -1.102753 3.969470 0.360161 -0.4 -0.2 -0.6
F -1.924431 4.312705 -0.667801 0.9 0.0 0.8
C 0.137743 4.569754 0.538679 0.0 0.5 -0.5
F 0.534988 5.561293 -0.290186 -0.2 -0.8 0.7
C 0.956704 4.133580 1.577307 0.5 0.3 0.0
F 2.163635 4.703533 1.734448 -0.8 -0.4 0.0
C 0.541637 3.123353 2.446553 0.6 -0.3 0.4
F 1.372894 2.696221 3.426523 -0.9 0.5 -0.9
C -0.710818 2.554791 2.265991 -0.2 -0.8 0.7
F -1.154223 1.596119 3.123958 0.5 1.0 -0.9
C -3.034738 1.057862 0.764635 -1.0 -0.2 0.1
C -2.040393 -0.023674 0.549664 2.7 -1.4 -1.6
C -0.767093 0.251179 -0.053237 -3.5 0.8 0.3
C 0.246674 -0.813918 -0.235334 1.2 -0.8 3.3
C 1.589420 -0.227366 0.327319 -1.1 -0.9 -0.4
C 2.322530 -0.903581 1.298426 0.6 -0.2 -0.2
C 3.564375 -0.393007 1.699161 0.1 0.0 0.0
C 4.053161 0.807921 1.164158 -0.2 -0.1 0.1
C 3.268808 1.517099 0.264253 -0.6 -0.2 -0.3
C 2.018721 1.011036 -0.123519 0.8 0.2 -0.4
O -2.401033 -1.212080 0.827157 -0.7 0.5 0.5
H -4.568047 -1.160125 0.735277 -0.1 0.3 0.0
H -5.946137 -0.287030 1.516897 0.5 0.0 -0.4
H -5.777923 -0.255338 -0.259395 0.4 0.0 0.4
H -6.062371 2.247215 1.152072 0.7 0.0 -0.1
H -3.990258 4.106426 1.385765 -0.1 -0.5 -0.2
H -0.615382 1.264790 -0.448487 0.3 -0.6 0.2
H -0.020954 -1.724016 0.245433 -0.6 0.0 3.0
H 1.966794 -1.879912 1.657187 0.2 0.5 -0.1
H 4.187711 -0.956316 2.398373 -0.3 0.2 -0.2
H 5.034625 1.198197 1.432099 -0.2 -0.2 0.1
H 3.619676 2.430683 -0.215612 0.0 -0.1 0.3
H 1.455389 1.505295 -0.916444 0.2 0.0 0.4
C -1.087293 -2.287344 -1.912110 -0.8 0.5 0.2
C 0.311113 -1.696618 -1.471362 0.3 -0.1 -4.7
C 0.632267 -0.551524 -2.316241 0.3 1.7 -3.8
N 0.795410 0.427469 -2.943293 -0.3 -2.1 1.4
C 1.358236 -2.858651 -1.694202 0.4 0.6 -0.2
C 1.076951 -4.213284 -1.443626 0.5 -0.3 0.8
C 2.094520 -5.194606 -1.480150 -0.2 0.5 -0.2
C 3.380879 -4.859128 -1.900902 -0.1 0.3 -0.2
C 3.617356 -3.555093 -2.357798 -0.6 0.1 0.0
C 2.602290 -2.580284 -2.303996 0.6 -0.1 0.5
H -1.176302 -3.388296 -1.906465 0.4 0.7 0.3
H -1.822847 -1.892817 -1.196070 0.0 -0.2 -0.4
H -1.385886 -2.015295 -2.948090 0.5 0.2 0.7
H 0.085040 -4.557760 -1.147221 0.4 0.3 0.1
H 1.877502 -6.223705 -1.172620 0.0 0.5 -0.2
H 4.178583 -5.608473 -1.930065 -0.3 0.3 0.1
H 4.592618 -3.276006 -2.759270 -0.3 -0.1 0.1
H 2.835219 -1.588931 -2.725824 -0.3 -0.4 0.5
```
Forces are in eV/Å.

Summary:
LUMO   -0.001 Eh
E_tot   -1817.668006 Ha
Charge   0
Highest occupied orbital energy   -6.98 eV

=====

2.
Below is a molecular structure, C28H20F6GaN3O8PS3, with properties calculated with ωB97M-V with the def2-TZVPD basis set.

```
70
Properties=species:S:1:pos:R:3:forces:R:3
Ga -0.089950 0.285481 0.084503 -0.2 -0.3 0.7
O 1.413257 0.417456 2.731298 0.1 0.1 0.4
N 0.451182 -0.371750 2.155980 0.1 0.2 -0.5
C -0.133202 -1.090642 3.028346 0.2 0.1 0.3
C -1.192939 -2.072477 2.838922 -0.2 -0.2 -0.1
C -1.613145 -2.712626 4.009331 0.1 0.1 0.0
C -2.612961 -3.666577 3.992244 -0.1 -0.1 -0.1
C -3.219687 -4.003773 2.792342 0.0 0.0 0.1
C -2.812236 -3.388223 1.620925 0.1 0.0 -0.1
C -1.804260 -2.427205 1.625851 0.1 0.1 0.0
P -1.351279 -1.760382 -0.003932 -0.2 0.0 0.0
C -2.942098 -1.555433 -0.841174 0.1 0.0 0.0
C -3.355809 -2.350342 -1.905857 0.1 0.0 0.1
C -4.604923 -2.139976 -2.471551 0.0 0.0 0.0
C -5.440593 -1.154150 -1.970851 0.0 0.0 0.0
C -5.039996 -0.381953 -0.887970 0.0 0.0 0.1
C -3.792638 -0.577344 -0.325652 0.1 -0.1 0.0
C -0.384416 -3.061384 -0.802251 0.0 0.1 0.0
C 0.190338 -4.074044 -0.035155 -0.1 0.1 0.0
C 0.933721 -5.066467 -0.653259 0.1 0.0 0.0
C 1.105778 -5.053110 -2.029507 0.0 0.0 0.0
C 0.560541 -4.028393 -2.790795 0.0 0.0 0.0
C -0.174476 -3.025115 -2.182326 0.1 0.0 0.0
H 1.841644 0.914449 2.019382 0.0 0.0 -0.1
H 0.216067 -0.962109 4.051205 0.0 0.0 0.0
H -1.144399 -2.449575 4.949359 0.0 0.0 0.0
H -2.918714 -4.145859 4.912026 0.0 0.0 0.0
H -4.006340 -4.745662 2.768955 0.0 0.0 0.0
H -3.280615 -3.659755 0.683234 0.0 0.0 0.0
H -2.718493 -3.136692 -2.284614 0.0 0.0 0.0
H -4.925086 -2.752981 -3.303401 0.0 0.0 0.0
H -6.410193 -0.987612 -2.420886 0.0 0.0 0.0
H -5.702014 0.372138 -0.483678 0.0 0.0 0.0
H -3.472113 0.022054 0.518226 -0.1 0.1 0.0
H 0.054584 -4.089273 1.038627 0.0 -0.1 0.0
H 1.381044 -5.852061 -0.059184 0.0 0.0 0.0
H 1.669343 -5.840312 -2.512155 0.0 0.0 0.0
H 0.712249 -4.004229 -3.861628 0.0 0.0 0.0
H -0.567003 -2.210323 -2.775301 0.0 -0.1 0.0
F -0.019462 2.838412 -2.830147 -0.1 -0.1 -0.1
C 0.054586 1.819681 -3.680288 0.0 0.1 0.2
F -1.147153 1.314612 -3.903925 0.1 0.0 0.0
F 0.592630 2.218562 -4.813263 0.1 -0.1 0.0
S 1.092024 0.492220 -2.900647 0.2 0.2 -0.2
O 0.216551 -0.062655 -1.839963 -0.2 0.2 0.0
O 1.452602 -0.451799 -3.893623 -0.1 -0.1 -0.2
N 2.270190 1.336393 -2.295578 0.0 -0.3 0.1
S 2.900849 0.993132 -0.911003 0.1 -0.2 -0.1
O 3.908690 1.891126 -0.509647 0.2 0.2 -0.1
O 1.846125 0.751972 0.112031 -0.1 -0.2 0.1
C 3.668913 -0.704591 -1.055604 -0.1 -0.1 0.1
F 4.429853 -0.941824 -0.002385 -0.1 0.2 0.0
F 4.380345 -0.789538 -2.159914 0.0 0.1 0.0
F 2.683683 -1.613663 -1.084591 0.0 0.1 -0.1
O 1.088746 3.497634 1.745347 0.0 0.1 -0.1
S -0.278168 3.137761 1.950329 -0.1 -0.2 0.1
O -0.703698 2.708098 3.243628 -0.1 0.1 0.0
N -0.690461 1.960765 0.814059 0.1 0.0 0.0
C -1.615343 2.372898 -0.076695 -0.3 -0.1 -0.4
O -1.937156 1.612858 -0.994937 0.1 0.2 0.2
C -2.099218 3.734549 0.197925 -0.1 0.3 0.1
C -3.087359 4.429013 -0.477145 0.1 -0.1 0.0
C -3.400280 5.709923 -0.042208 0.0 0.0 0.0
C -2.741827 6.272579 1.045828 0.1 0.0 0.0
C -1.741963 5.578487 1.720140 0.1 0.0 0.2
C -1.437633 4.312038 1.275327 0.0 -0.4 -0.2
H -3.591112 3.968095 -1.316525 0.0 0.0 0.0
H -4.170112 6.273745 -0.550988 0.0 0.0 0.0
H -3.009321 7.267645 1.374020 0.0 0.0 0.0
H -1.225292 6.014102 2.564813 0.0 0.0 0.0
```
Forces are in eV/Å.

Summary:
Energy above the lowest of the compared OMol25 structures with the same formula, charge and spin   0.00 kcal per mole
LUMO   -0.127 Eh
E_tot   -5904.893112 Ha
Charge   +1
Highest occupied orbital energy   -12.23 eV

=====

3.
Below is a molecular structure, C28H20F6MgN2O5S8, with properties calculated with ωB97M-V with the def2-TZVPD basis set.

```
70
Properties=species:S:1:pos:R:3:forces:R:3
Mg -0.593353 -0.182916 -0.789663 0.5 0.0 0.1
S 3.735369 -0.092884 5.668576 0.0 0.0 0.0
C 2.927969 -0.143253 4.195772 0.0 -0.1 0.0
S 3.647678 0.189806 2.685809 0.0 0.0 0.0
C 2.245855 0.028213 1.636172 0.0 0.0 0.0
C 1.103668 -0.320672 2.289056 0.0 -0.1 0.0
S -0.506758 -0.613298 1.680999 -0.1 0.1 0.1
S 1.274150 -0.529272 4.020443 0.0 0.0 0.0
S 2.510012 0.338753 -0.045589 -0.1 0.2 0.0
F -4.390313 -4.022349 -0.468963 0.0 0.0 0.0
C -4.658622 -2.712033 -0.512063 0.0 0.0 0.0
F -4.593190 -2.237598 0.728945 0.0 0.0 0.0
F -5.914769 -2.564657 -0.955096 0.0 0.0 0.0
S -3.451540 -1.875058 -1.638934 -0.1 0.0 0.0
O -2.270585 -1.792253 -0.817016 0.0 0.0 -0.1
O -3.461963 -2.713396 -2.793588 0.0 0.0 0.0
N -4.136641 -0.495532 -1.986407 0.0 0.0 0.1
S -3.824421 0.872409 -1.275515 -0.1 -0.1 0.0
O -2.799123 0.816003 -0.265288 0.0 0.0 -0.1
O -3.831674 1.944615 -2.222428 0.0 0.0 0.0
C -5.361456 1.204981 -0.308071 0.0 0.0 0.0
F -6.440706 1.201713 -1.098935 0.0 0.0 0.0
F -5.267717 2.416777 0.255851 0.0 0.0 0.0
F -5.556466 0.312314 0.661595 0.0 0.0 0.0
C -0.830558 0.390403 -5.287915 0.0 0.0 0.0
C 0.189208 -0.432982 -5.749310 0.0 0.0 0.0
C 0.930041 -1.154945 -4.828497 0.0 0.0 0.0
C 0.641781 -1.063170 -3.462971 0.0 -0.1 0.0
C -0.393386 -0.257085 -2.954065 0.0 0.0 -0.1
C -1.099930 0.468621 -3.926504 0.0 0.0 0.0
C 1.457713 -1.861696 -2.507201 0.0 0.0 0.0
C 2.819940 -2.167081 -2.798755 0.0 0.0 0.0
C 3.566066 -2.851449 -1.896284 0.0 0.0 0.0
C 2.971669 -3.296574 -0.692670 0.0 0.0 0.0
C 3.676021 -4.020784 0.295524 0.0 0.0 0.0
C 3.044485 -4.423947 1.437897 0.0 0.0 0.0
C 1.676009 -4.131504 1.626410 0.0 0.0 0.0
C 0.974291 -3.429214 0.687818 0.0 0.0 0.0
C 1.615052 -2.971911 -0.488120 0.0 0.0 0.0
N 0.895536 -2.232848 -1.380461 0.0 0.0 -0.1
H -1.421712 0.966967 -5.993386 0.0 0.0 0.0
H 0.400631 -0.516335 -6.809962 0.0 0.0 0.0
H 1.717013 -1.812297 -5.184305 0.0 0.0 0.0
H -1.903020 1.132734 -3.620551 0.0 0.0 0.0
H 3.264108 -1.788030 -3.708007 0.0 0.0 0.0
H 4.619126 -3.044758 -2.073161 0.0 0.0 0.0
H 4.727540 -4.234529 0.135641 0.0 0.0 0.0
H 3.591230 -4.959074 2.204818 0.0 0.0 0.0
H 1.182729 -4.448771 2.537047 0.0 0.0 0.0
H -0.064612 -3.171824 0.830618 0.0 0.0 0.0
C 1.167615 3.001140 5.509218 0.0 0.0 0.0
C 0.997603 3.092220 4.016519 0.0 0.0 0.0
C 2.073838 3.456292 3.208556 0.0 0.0 0.0
C 1.955398 3.462734 1.828941 0.0 -0.1 0.0
C 0.743593 3.118438 1.252204 0.0 0.0 0.0
C -0.341814 2.755284 2.030179 0.0 0.0 0.0
C -0.207449 2.752778 3.410632 0.0 0.0 0.0
S 0.608832 3.020684 -0.525384 0.0 0.0 0.1
C -0.467056 4.459607 -0.731173 0.1 0.0 0.0
O -0.342478 1.909760 -0.831079 -0.2 0.0 -0.1
H 1.957572 2.289231 5.760807 0.0 0.0 0.0
H 0.247353 2.660115 5.983655 0.0 0.0 0.0
H 1.436140 3.970817 5.936349 0.0 0.0 0.0
H 3.032406 3.673603 3.666706 0.0 0.0 0.0
H 2.813792 3.659906 1.198263 0.0 0.0 0.0
H -1.253467 2.407850 1.558499 0.0 0.0 0.0
H -1.036138 2.415813 4.022723 0.0 0.0 0.0
H -1.381005 4.290370 -0.163385 0.0 0.0 0.0
H -0.695026 4.537362 -1.793258 0.0 0.0 0.0
H 0.057912 5.347668 -0.378282 0.0 0.0 0.0
```
Forces are in eV/Å.

Summary:
Energy above the lowest of the compared OMol25 structures with the same formula, charge and spin   3.31 kcal per mole
LUMO   0.151 Eh
E_tot   -5549.710389 Ha
Charge   -2
Highest occupied orbital energy   -1.15 eV

=====

4.
Below is a molecular structure, C28H20OP2RhS6, with properties calculated with ωB97M-V with the def2-TZVPD basis set.

```
58
Properties=species:S:1:pos:R:3:forces:R:3
Rh 2.039197 -2.405877 0.575299 -0.3 -0.1 -0.4
S -0.152745 -3.401943 1.109919 0.2 0.1 0.0
P -0.553818 -1.446503 0.827092 0.0 0.0 0.2
C 0.943624 -0.799919 0.318891 0.1 -0.2 0.7
P 1.448481 0.876867 0.286358 0.1 0.0 -0.4
S 3.071680 1.459526 1.206166 0.0 0.0 0.1
C 0.025056 1.844598 0.911999 0.0 0.0 0.0
C -1.085348 2.139737 0.129866 0.0 0.1 0.1
C -2.137316 2.883070 0.653288 0.0 0.0 0.0
C -2.082786 3.336993 1.961119 0.0 0.0 0.0
C -0.972866 3.048165 2.747148 0.0 0.0 0.0
C 0.076180 2.311956 2.225155 0.0 0.0 -0.1
C 1.546617 1.310911 -1.488955 0.1 -0.1 0.0
C 1.883416 0.315550 -2.404874 -0.1 0.1 0.0
C 2.039521 0.627683 -3.748352 0.0 0.0 0.0
C 1.852198 1.930581 -4.187577 0.0 0.0 0.0
C 1.523355 2.926150 -3.277217 0.0 0.0 0.0
C 1.381039 2.619312 -1.932643 0.0 0.0 0.0
C -1.174981 -0.731662 2.389217 0.0 0.0 -0.1
C -0.362808 -0.883844 3.513510 0.0 0.0 0.0
C -0.760971 -0.367159 4.732424 0.0 0.0 0.0
C -1.975524 0.303656 4.842627 0.0 0.0 0.0
C -2.778833 0.463695 3.727658 0.0 0.0 0.0
C -2.378281 -0.047642 2.498437 0.0 -0.1 0.0
C -1.939195 -1.320821 -0.338289 0.0 0.0 0.0
C -3.169202 -1.899125 -0.027991 0.0 0.1 0.0
C -4.205238 -1.857107 -0.945049 0.0 0.0 0.0
C -4.011534 -1.257257 -2.185176 0.0 0.0 0.0
C -2.777258 -0.718857 -2.511018 0.0 0.0 0.0
C -1.738156 -0.755977 -1.589665 0.0 -0.1 0.0
H -1.123565 1.817061 -0.898974 0.0 -0.1 -0.1
H -2.993367 3.114653 0.031288 0.0 0.0 0.0
H -2.900534 3.918557 2.369507 0.0 0.0 0.0
H -0.925957 3.397106 3.770872 0.0 0.0 0.0
H 0.958333 2.103943 2.817607 0.0 0.0 0.0
H 2.021716 -0.701352 -2.056777 0.0 0.0 0.0
H 2.308447 -0.150036 -4.451540 0.0 0.0 0.0
H 1.968438 2.172771 -5.236625 0.0 0.0 0.0
H 1.385474 3.945556 -3.615830 0.0 0.0 0.0
H 1.146735 3.400407 -1.218994 0.0 0.0 0.0
H 0.582611 -1.405778 3.415387 0.0 0.0 0.0
H -0.125407 -0.486298 5.600364 0.0 0.0 0.0
H -2.286520 0.708171 5.798031 0.0 0.0 0.0
H -3.714892 1.002665 3.804807 0.0 0.0 0.0
H -3.000858 0.102478 1.626675 0.0 0.0 0.0
H -3.306555 -2.383796 0.931398 0.0 0.0 0.0
H -5.161575 -2.300877 -0.700475 0.0 0.0 0.0
H -4.821782 -1.228242 -2.902821 0.0 0.0 0.0
H -2.616805 -0.277843 -3.486543 0.0 0.0 0.0
H -0.754875 -0.378969 -1.846186 0.0 0.1 0.0
O 7.094139 -3.971522 -3.655334 0.1 -0.1 0.0
C 6.226853 -3.725258 -2.857090 0.0 0.1 -0.1
S 4.739306 -4.671399 -2.709358 -0.1 0.0 0.0
C 4.041175 -3.737590 -1.397174 0.2 0.0 -0.2
C 4.732726 -2.667818 -0.956084 0.2 -0.1 -0.2
S 4.165683 -1.610722 0.266318 -0.2 0.1 0.3
S 6.276839 -2.358536 -1.739186 0.0 0.0 0.1
S 2.510697 -4.132115 -0.722650 -0.2 0.0 0.1
```
Forces are in eV/Å.

Summary:
Energy above the lowest of the compared OMol25 structures with the same formula, charge and spin   0.00 kcal per mole
LUMO   0.068 Eh
E_tot   -4336.797346 Ha
Charge   -1
Highest occupied orbital energy   -4.36 eV

=====

| no. | gap between HOMO and LUMO (eV) |
| --- | --- |
| 1 | 6.95 |
| 2 | 8.79 |
| 3 | 5.24 |
| 4 | 6.21 |